# 1
The following is a DFT calculation (ωB97M-V/def2-TZVPD) of a structure of composition C46H55I2N4O3P2STi at a distorted geometry.

Calculated values
* E_tot: -4756.5013 hartree
* HOMO (alpha / beta): -7.43 / -7.52 eV
* <S²>: 0.754
* gap between HOMO and LUMO (alpha / beta): 7.202 / 7.126 eV

Geometry as ORCA input:
```
! RIJCOSX wB97M-V def2-TZVPD def2/J DEFGRID3
* xyz 0 2
C -1.36013 2.94767 -5.34023
C 3.85268 3.44782 0.10152
H 5.08622 -1.26732 4.01794
C 0.32292 -1.63930 -1.27566
C -5.85839 -0.03095 0.75716
H -0.10566 -1.70049 4.19011
H 3.83163 4.07529 -4.14806
H 6.04809 -0.33493 -2.82191
H -2.34322 3.43658 -3.53544
N -6.40023 0.24002 -0.47300
H 1.04756 -5.46674 0.50258
N -1.56927 0.25563 1.10566
O 4.63984 -0.63561 1.80435
H -4.27801 0.81904 2.95260
C -10.31013 -0.63930 0.40303
H -2.58369 -3.45117 3.00101
C -1.11333 -2.65638 -2.98069
I 0.50625 2.89744 0.00657
H 4.69515 -2.25922 -3.01415
H 4.60681 4.30185 -2.47558
H -2.30639 -4.30230 -2.35015
C 1.55102 -5.16170 1.39276
C 3.14986 -3.35806 0.42024
H 3.97473 -3.94855 0.64595
H 4.67124 2.78928 -3.44224
C -0.75609 4.27354 -5.58483
C 2.35916 -0.32981 -1.44302
H -1.48802 -2.65160 -4.00490
H -0.20992 -3.42889 4.69979
C -8.74078 0.07462 -1.34047
C -2.21608 -0.15458 0.00264
N -6.78239 -0.40364 1.61252
C -1.04816 -3.55152 -0.77344
C 3.27580 -0.33174 3.69039
C 3.23507 0.74697 -1.21315
H 0.95622 -5.52105 2.20762
Ti 0.73363 0.04552 1.11278
H -2.09721 -1.76742 2.89761
H 2.85457 -3.46433 -0.66229
C -7.97204 -0.42612 0.88745
H 2.58486 5.23167 0.49433
C 3.55082 -0.30175 2.24862
H 1.09042 1.87758 -3.22635
C 0.13422 -2.70207 3.90851
C -3.73630 0.53367 2.09980
H 0.25766 -1.06718 -3.40995
H 1.23435 -2.75471 3.83832
C 2.65452 3.21491 -2.60318
H 3.51730 -2.34206 0.53999
C 2.03227 2.25198 -3.59896
H -0.41161 -4.19637 2.43315
C 2.00643 0.17838 5.71411
C -1.58803 -3.56033 -2.05163
C 4.26272 -0.83977 4.53446
O 2.59726 0.09249 1.47364
H -10.82837 -0.18144 -1.62869
H 0.17662 4.44395 -5.03918
H 4.26183 2.07252 1.71630
H -0.63390 4.49844 -6.60882
C -1.93185 -2.74603 2.47361
C 3.46151 4.96357 -0.09884
C 4.15583 -0.90112 5.89546
C 3.80584 3.05467 1.55721
O -1.74840 2.20453 -6.23674
H 1.95425 4.08573 -2.38605
S 0.56097 0.57594 3.47144
C -4.39029 0.07456 0.95356
H -1.48573 4.98196 -5.19589
H 4.29856 5.47174 0.33671
C -3.57261 -0.26634 -0.11576
C 5.07455 -0.32538 -2.37866
C -10.04318 -0.30303 -0.89971
H -1.42300 -4.26197 -0.01621
C -1.63300 2.63868 -3.87336
H 2.45248 -3.49464 2.41713
I -2.38202 3.88672 0.36960
C -2.36309 0.65796 2.11191
H -1.89800 1.25552 2.92577
H 3.21291 5.10949 -1.18525
H 4.29432 3.84974 2.15033
H -5.89349 0.44689 -1.32482
H -8.62794 0.40321 -2.35546
C -0.48684 -3.14867 2.58959
H -1.60213 -0.53297 -0.85641
C 2.02871 -3.65854 1.40222
C 3.03171 -0.32297 6.49371
C 2.89649 -1.36754 -2.20039
H 4.80219 3.31324 -0.36911
H 5.19122 1.63712 -1.56722
H 2.73387 3.10451 1.89909
H 2.85786 -0.25435 7.56513
H -2.06703 1.65818 -3.67270
H 1.90905 2.68464 -4.63036
H -2.17814 -2.66235 1.41808
H -4.03500 -0.63283 -1.01415
N 1.09580 -0.52934 -0.82979
C -9.26094 -0.76295 1.30977
H 4.89666 -1.46249 6.45013
P 0.58976 -2.47302 1.28496
C 4.03188 3.63467 -3.15464
C -7.72877 -0.03858 -0.40387
C 2.05025 0.16375 4.28701
C -0.14349 -1.71517 -2.62512
C -0.08454 -2.60088 -0.37393
H 1.11492 0.69198 6.10486
H 2.32459 -2.28566 -2.34106
C 4.23488 -1.40863 -2.57561
H 2.63129 1.35882 -3.78049
P 2.72572 2.47111 -0.92557
H -0.75167 2.73932 -3.27375
H -9.48498 -1.00811 2.35485
C 4.58179 0.76269 -1.71495
H 2.47337 -5.78214 1.40727
H -11.27948 -0.85372 0.77895
*
```

Löwdin atomic charge list, values in e, 8 entries: -0.492 -0.548 0.107 -0.370 -0.256 0.003 0.091 0.103

# 2
The following is a DFT calculation (ωB97M-V/def2-TZVPD) of a structure of composition C46H56BrF8IN4O4SbSr at a distorted geometry.

Calculated values
* E_tot: -6248.2679 hartree
* HOMO (alpha / beta): -6.71 / -7.15 eV
* <S²>: 0.773
* energy above the lowest of the compared OMol25 structures with the same formula, charge and spin: 0.00 kcal/mol
* gap between HOMO and LUMO (alpha / beta): 5.951 / 6.140 eV

Geometry as ORCA input:
```
! RIJCOSX wB97M-V def2-TZVPD def2/J DEFGRID3
* xyz 0 2
H -3.27416 -1.59840 16.87468
C -10.61701 -0.66631 25.37321
H -11.89335 -2.17995 22.63658
C -9.86582 -1.28966 22.78974
H -12.95811 0.63553 20.93343
C -9.18793 1.18873 19.41057
H -11.06961 2.48863 16.95526
O -9.09050 2.35794 22.88961
H -6.93025 3.25628 17.86321
Sb -5.96453 2.88586 25.81727
F -5.45615 1.11625 25.04911
F -7.86163 2.28878 25.69374
C -9.50683 3.64537 14.79155
H -11.03993 4.60309 16.84439
N -9.05537 -0.48858 23.55552
C -4.49892 1.71151 20.40541
C -9.28568 -3.23299 21.33544
C -12.07219 -0.38075 18.65530
N -4.73117 -2.25489 20.55351
H -9.49924 4.51662 14.12732
H -5.38920 0.99456 15.47658
C -8.20909 -1.64566 19.30048
C -8.76213 -3.86448 20.22547
H -13.86711 1.44524 19.01178
H -1.26550 2.61029 22.74438
H -4.28965 -3.08362 20.24379
H -3.00361 2.23624 22.71717
O -9.13486 0.32554 20.45643
F -6.58698 4.60948 26.30649
C -8.91869 -1.07003 20.36038
C -10.39769 1.46875 18.69991
N -6.86413 1.39492 19.86976
C -11.79309 1.05765 19.13078
I -2.61788 -3.51100 23.11908
C -11.49049 -1.41701 24.59644
C -2.80275 1.59578 18.62919
H -3.88057 3.94704 21.53498
C -2.93215 4.16114 21.08576
H -1.60974 1.66398 16.09870
C -10.09801 4.27702 25.95135
H -9.88599 2.27170 22.30982
C -2.61500 1.61362 15.65833
H -10.00934 5.94404 16.19541
H -10.49925 3.21994 14.88421
H -2.96142 4.73515 20.14252
F -6.08683 2.29093 27.62202
O -5.70558 -1.31672 22.42107
H -13.53046 5.89565 25.22793
H -13.17206 1.62286 17.39335
H -13.13138 -0.61046 18.68530
H -5.13232 -0.61839 15.96480
C -3.15005 2.04602 19.91526
O -4.81152 1.76601 21.64074
H -10.81353 3.90898 28.01376
H -3.02569 2.60555 15.58054
H -10.80116 -0.55431 26.47311
C -9.45468 -0.12993 24.77792
H -6.94358 3.99214 15.80818
H -12.44590 -1.80328 24.97088
C -2.07430 2.13528 22.18574
C -4.72750 -3.52068 22.48118
C -11.12412 -1.72745 23.27580
H -11.19872 0.84766 21.23546
H -4.65635 -4.42181 21.90371
H -5.23847 -3.78459 23.35881
C -9.06306 4.06466 16.22357
C -3.42941 0.54512 16.38564
H -4.89384 -1.48138 19.92915
H -9.80293 5.43057 17.82702
C -11.45044 5.47823 24.57427
C -2.62521 -0.83680 16.47982
C -12.53980 5.37575 25.50887
C -8.18320 -3.05691 19.24087
C -7.86733 2.73802 18.09087
H -11.62248 6.10564 23.71649
F -7.48552 -3.61802 18.27695
H -1.02444 3.61103 19.20190
Sr -6.79871 0.81426 22.86408
C -9.00789 2.94923 17.29326
C -5.57900 1.38609 19.45329
H -9.18744 3.20182 23.40474
C -7.92713 1.79806 19.15461
C -3.79139 0.99761 17.78104
C -11.04698 4.23103 26.97523
C -10.06595 5.06657 16.83490
H -1.83798 -0.69762 17.21085
C -10.21156 2.29918 17.63048
H -7.80456 5.54642 15.29711
C -0.86915 3.13096 20.14046
H -1.80981 1.82465 18.14967
H -5.82514 0.40785 17.51826
C -4.63742 0.22911 15.50829
H -7.36692 5.13847 16.97110
H -8.81929 2.83153 14.43402
H -8.61414 -4.97200 20.11709
H -0.25468 3.73083 20.79036
H -2.55563 1.33094 14.60828
C -12.37170 4.74341 26.71867
F -9.78086 -4.00586 22.38932
F -6.19627 3.25083 23.93961
H -11.76234 -0.33203 17.62511
H -12.93148 2.88731 18.57002
H -1.81976 1.05441 22.11605
C -13.00877 1.81719 18.46753
C -12.02829 1.26385 20.62735
H -12.15870 2.30918 20.92776
H -4.28306 -0.11429 14.53161
H -9.19805 3.75119 26.03456
C -5.09784 -2.24510 21.83989
H -0.31503 2.15461 19.91846
H -8.85445 0.59441 25.33410
C -5.11157 0.94139 18.17446
C -9.27001 -1.86695 21.49040
H -2.21470 -1.02278 15.49651
F -4.12234 3.49728 26.04472
C -2.23926 2.80928 20.83161
Br -13.65822 4.91822 28.09989
N -10.28527 4.92941 24.78390
H -7.73252 -1.06258 18.51062
C -7.67866 4.73953 16.05932
H -2.31634 4.76031 21.79149
H -11.47778 -1.19465 19.11293
*
```

Löwdin atomic charge list, values in e, 8 entries: 0.069 -0.041 0.126 -0.175 0.120 -0.166 0.114 -0.127

# 3
The following is a DFT calculation (ωB97M-V/def2-TZVPD) of a structure of composition C46H56F3IrN3O8P at a distorted geometry.

Calculated values
* E_tot: -3297.7324 hartree
* HOMO (alpha / beta): -10.49 / -10.48 eV
* <S²>: 0.917
* gap between HOMO and LUMO (alpha / beta): 6.297 / 4.533 eV

Geometry as ORCA input:
```
! RIJCOSX wB97M-V def2-TZVPD def2/J DEFGRID3
* xyz 1 2
Ir 0.08279 -0.20922 0.00489
C -0.05987 4.08424 2.25857
H 0.04465 -3.95193 4.49974
O 1.12159 -1.19584 1.93276
C -2.96049 -3.94064 2.96591
H 1.94889 4.21549 -1.31738
H -1.69824 5.40024 2.72064
H 0.66257 1.40546 3.42921
H 0.75428 -2.99166 -3.97104
C -2.68716 -3.12625 1.90392
C -2.46718 3.10466 -1.70067
C -1.91780 2.07190 -0.93781
H 4.82153 -2.18443 -0.80383
C 4.11316 1.68393 3.49234
C 2.88308 3.89610 -1.78485
N 4.16369 -1.53884 -2.63688
C -0.82563 5.40068 2.06569
C -0.34056 1.66473 -2.58460
H 3.31387 1.34880 6.13161
C 0.75640 -2.75427 -2.90866
H 0.50144 1.05881 -2.89109
C -1.38139 -2.58450 1.69626
C 3.10973 2.33239 5.70262
C 3.27407 -0.70200 -0.40389
H 3.14908 3.06060 6.51529
C 3.36901 -2.10333 -5.30692
C 1.63823 1.34234 3.91592
H -3.30297 3.67229 -1.33190
C 3.71369 2.78881 0.35330
C 3.77981 -0.53172 -3.46438
H 0.68687 5.85661 4.26752
C -3.95089 1.72193 2.25604
H 2.97378 -2.37242 3.05771
H -0.40980 2.84458 -4.36981
H -1.60034 -3.82465 -3.75609
H -2.68485 -2.97131 -2.61820
N 3.77696 -3.05061 -4.36508
C -0.38571 -2.85781 2.69967
C 0.90957 -2.20795 2.60084
F -3.31739 0.74636 4.30115
H 1.48589 3.33991 4.71909
O 2.18537 -0.62665 -0.99988
H 0.53029 6.97984 1.44541
H 0.97543 2.07047 5.82463
H 3.28877 5.65656 0.27783
H -1.15391 0.03583 3.12339
C 2.12060 5.22310 2.76152
H 1.42070 -1.91767 -2.70793
C -3.03063 1.02915 3.02112
H 2.04748 -3.88231 3.29780
C 4.19917 5.25288 -0.16273
H -1.18594 5.46547 1.03786
H 3.62144 5.89327 -2.13660
O 3.59195 -0.40324 0.72981
H 3.77561 0.46237 -3.04351
O 4.33973 -3.78571 -2.29508
H 4.84769 1.96584 2.73726
H 1.34388 4.72247 0.80827
C -0.85022 2.65646 -3.40461
C -1.82275 0.59922 2.49140
N -0.86348 1.39239 -1.40405
C 1.38479 4.28037 1.81195
H 2.58523 4.66840 3.57389
H 1.73930 0.33295 4.32434
C 1.15303 6.25339 3.36412
H 4.25861 2.26581 -1.64561
F 3.01188 0.26596 -5.50793
H 2.58831 1.84409 -1.22000
C -0.70020 -3.72025 3.75336
H -3.95626 -4.33525 3.09848
C 2.73115 1.53249 2.86810
C -1.70152 -3.41306 -2.75542
C 3.35911 2.61033 -1.12394
O -1.15423 -1.94431 0.62738
H -0.54187 7.43533 2.75867
H 3.77848 -4.01403 -4.68700
H 2.75808 0.61070 2.26177
O 1.16940 1.85385 0.67608
H -2.17361 -4.93180 4.70700
H 5.16647 2.59675 5.11954
H 4.39825 0.69505 3.86332
H -0.09405 3.78801 3.30626
H 5.62576 3.71296 0.20824
C 4.17699 2.65988 4.66343
H -1.60136 -4.23282 -2.04574
H 4.05388 3.68403 4.30750
C -0.62943 -2.40664 -2.45771
C 4.63353 3.98879 0.57668
H -2.35743 4.17909 -3.54812
C -1.95998 -4.26321 3.88831
O 3.02068 -2.42280 -6.41231
H 4.25451 1.88246 0.65638
C 4.11172 -2.87194 -3.04552
C -2.37129 1.68810 0.39907
C -3.60823 2.03602 0.95440
P 2.19866 2.62597 1.44534
C 3.94477 4.97823 -1.63957
C 3.39734 -0.75983 -4.73691
F -4.53270 2.67672 0.21656
H 2.68175 3.70332 -2.84049
C 2.03663 -2.80024 3.40311
H 1.11344 -3.63007 -2.36854
C -1.50559 0.91601 1.18824
H 1.89566 -2.55564 4.45472
H 2.91566 5.74660 2.23069
H 5.27790 -0.50602 -1.20733
C 0.06235 6.61835 2.36377
C -1.93343 3.39092 -2.94375
H -0.53153 3.29376 1.67385
O -0.88900 -1.36783 -1.88006
C 1.72115 2.33620 5.07214
H 4.97882 6.00836 -0.05419
H 4.86800 4.64833 -2.12114
H -4.90806 2.01135 2.65855
H -3.43679 -2.85773 1.17543
H 1.71434 7.14345 3.65124
H 4.72369 4.19386 1.64542
C 4.48869 -1.25734 -1.27565
*
```

Löwdin atomic charge list, values in e, 8 entries: 1.491 -0.195 0.121 0.002 -0.031 0.105 0.112 0.082